No. 1
{"formula": "C4H11N3O2", "method": "wB97M-V/def2-TZVPD", "lumo_ha": [-0.156, -0.325], "fmax_ev_per_a": 6.50, "charge": 1, "de_lowest_kcal_mol": 95.0, "homo_lumo_gap_ev": [10.8, 5.1], "homo_ev": [-15.00, -13.90], "energy_ha": -473.367090, "multiplicity": 2, "symbols": ["C", "C", "N", "N", "N", "H", "H", "H", "H", "H", "H", "H", "H", "C", "C", "O", "O", "H", "H", "H"], "xyz": [[1.080, 0.212, 2.239], [1.611, -0.497, -0.019], [0.999, -0.937, -1.161], [0.668, -0.442, 0.996], [3.145, -0.651, 0.223], [-0.111, -0.966, -1.089], [1.404, -0.969, -2.063], [-0.516, -0.164, 0.751], [3.390, -0.739, 1.184], [3.621, 0.136, -0.168], [2.032, 0.513, 2.224], [0.803, -0.651, 3.021], [0.422, 0.977, 2.557], [-3.071, 0.988, -1.484], [-2.206, -0.039, -0.796], [-1.528, -0.904, -1.446], [-1.935, 0.312, 0.312], [-2.553, 1.916, -1.691], [-4.019, 1.222, -1.039], [-3.237, 0.683, -2.551]], "atomic_forces_ev_per_a": [[-4.3, -4.7, 1.5], [0.3, -3.3, -0.5], [0.4, 1.7, 3.2], [-0.2, 2.6, -0.7], [-4.8, 0.5, -1.6], [0.6, -0.2, -0.8], [0.9, -0.1, -0.8], [1.8, -0.9, 0.0], [-0.2, 0.0, 0.9], [0.4, 0.5, -0.5], [3.6, 1.0, 0.2], [1.2, 1.8, -1.1], [-0.8, 1.0, -0.1], [-0.9, -0.7, -2.9], [0.3, 0.2, -5.8], [-0.9, 0.4, 0.8], [2.4, 0.5, 5.9], [0.6, 0.2, 0.8], [-0.3, -0.1, 0.5], [-0.2, -0.4, 1.0]]}

=====

No. 2
{"formula": "C4H11N3O2", "method": "wB97M-V/def2-TZVPD", "lumo_ha": [-0.125, -0.305], "fmax_ev_per_a": 1.75, "charge": 1, "de_lowest_kcal_mol": 39.8, "homo_lumo_gap_ev": [9.7, 4.8], "homo_ev": [-13.12, -13.12], "energy_ha": -473.455019, "multiplicity": 2, "symbols": ["C", "C", "N", "N", "N", "H", "H", "H", "H", "H", "H", "H", "H", "C", "C", "O", "O", "H", "H", "H"], "xyz": [[2.369, -2.647, -0.998], [0.293, -1.423, -1.432], [-0.761, -1.276, -2.294], [1.168, -2.364, -1.759], [0.348, -0.611, -0.386], [-0.608, -0.933, -3.224], [-1.454, -0.642, -1.907], [0.853, -2.958, -2.515], [1.047, -0.724, 0.350], [-0.739, 2.521, -0.163], [3.176, -2.910, -1.688], [2.186, -3.406, -0.250], [2.750, -1.772, -0.481], [-0.245, 2.100, 2.949], [-1.079, 2.096, 1.692], [-2.060, 1.454, 1.453], [-0.472, 2.838, 0.713], [0.013, 1.065, 3.139], [-0.846, 2.462, 3.778], [0.684, 2.624, 2.790]], "atomic_forces_ev_per_a": [[0.9, 0.1, -0.4], [0.1, -0.4, -1.7], [-0.6, 1.1, 0.8], [-0.2, 0.6, 1.0], [-0.6, 0.6, 1.2], [0.6, -0.6, -0.7], [-0.1, -0.2, 0.3], [0.3, -0.3, -0.1], [0.3, -0.3, -0.5], [-0.5, 0.2, 0.3], [-0.3, -0.4, 0.2], [0.0, -0.5, -0.1], [-0.3, 0.3, 0.0], [-0.5, -0.2, -0.3], [0.7, 0.0, -1.0], [-0.2, -0.2, 0.3], [0.5, -0.2, 0.1], [-0.1, -0.3, 0.2], [0.2, 0.1, 0.1], [0.0, 0.5, 0.2]]}

=====

No. 3
{"formula": "C4H11N3S", "method": "wB97M-V/def2-TZVPD", "lumo_ha": [0.007, 0.007], "fmax_ev_per_a": 5.06, "de_lowest_kcal_mol": 116.9, "homo_lumo_gap_ev": [9.0, 9.0], "homo_ev": [-8.77, -8.77], "energy_ha": -721.282319, "multiplicity": 1, "symbols": ["C", "C", "C", "C", "N", "N", "N", "S", "H", "H", "H", "H", "H", "H", "H", "H", "H", "H", "H"], "xyz": [[0.188, -0.133, 1.404], [-0.540, 0.531, -0.924], [-1.004, 0.009, 0.418], [-1.861, -1.263, 0.350], [1.587, 1.944, -0.407], [1.935, 0.252, -2.241], [1.267, -0.773, 0.844], [1.265, 0.606, -0.923], [0.385, 0.872, 1.850], [-0.236, -0.617, 2.347], [-0.735, -0.124, -1.715], [-0.769, 1.507, -1.402], [-1.682, 0.849, 0.809], [-2.876, -1.162, 0.775], [-1.331, -1.978, 0.901], [-2.129, -1.486, -0.664], [2.593, 2.126, -0.121], [1.856, -0.735, -2.468], [2.087, -0.425, 1.168]], "atomic_forces_ev_per_a": [[-2.6, 1.8, 2.9], [1.4, 0.5, -0.3], [-2.1, 2.3, 0.9], [-1.1, 1.6, -0.2], [1.9, 2.7, 2.1], [0.3, -0.8, 0.4], [-1.7, -1.0, -4.7], [-0.3, -2.4, 0.5], [0.2, -0.2, -0.7], [0.5, -0.2, -1.2], [-0.3, -1.5, -1.1], [-0.3, -0.2, 1.2], [1.1, -1.1, -0.1], [0.6, 0.3, 0.4], [0.5, -1.7, 0.2], [0.5, -0.8, -0.7], [-1.7, -0.4, -0.9], [-0.1, -0.1, -0.1], [3.2, 1.2, 1.4]]}